Record 1
{
  "formula": "C27H21N5O4S4Yb",
  "method": "the ωB97M-V functional and the def2-TZVPD basis",
  "energy_ev": -118840.023,
  "multiplicity": 2,
  "de_lowest_kj_mol": 0.0,
  "total_charge": 1,
  "homo_ev": [-9.5, -9.5],
  "orbital_gap_ev": [5.97, 2.86],
  "elements": ["Yb", "C", "C", "N", "C", "C", "S", "C", "C", "S", "C", "N", "C", "H", "H", "H", "H", "H", "H", "H", "H", "C", "C", "O", "S", "C", "C", "C", "C", "C", "C", "C", "C", "H", "H", "H", "H", "H", "H", "H", "O", "S", "O", "O", "C", "N", "C", "C", "C", "N", "C", "C", "C", "N", "C", "C", "H", "H", "H", "H", "H", "H"],
  "coordinates": [[-4.94307, -10.25767, -15.40917], [-4.54677, -13.98850, -16.79239], [-4.82341, -13.72521, -15.35336], [-4.87957, -12.50912, -14.81088], [-5.15069, -12.54860, -13.43718], [-5.39580, -13.85041, -13.02558], [-5.10998, -15.04036, -14.20118], [-5.10268, -11.38228, -12.55247], [-5.07894, -11.33685, -11.15279], [-4.83452, -9.77075, -10.53877], [-4.97787, -9.14164, -12.23040], [-5.02415, -10.09457, -13.14127], [-5.13601, -7.65036, -12.37905], [-4.18953, -13.05112, -17.26619], [-5.40725, -14.30728, -17.37083], [-3.79600, -14.77167, -16.85545], [-5.66899, -14.21902, -12.04529], [-5.25816, -12.22719, -10.50025], [-4.32584, -7.16715, -12.99315], [-5.26660, -7.12519, -11.42092], [-6.04994, -7.46872, -13.01156], [2.59470, -9.31489, -23.94079], [1.61573, -9.19662, -22.80339], [0.49999, -9.68632, -22.79403], [2.32441, -8.28626, -21.39218], [0.96523, -8.64659, -20.34973], [1.21522, -9.58103, -19.36735], [0.15050, -9.95154, -18.46628], [-1.10382, -9.32515, -18.59727], [-1.29163, -8.31316, -19.56030], [-0.30526, -8.08569, -20.50244], [-2.19170, -9.56791, -17.74101], [-3.27520, -9.79246, -17.08159], [2.54284, -8.49197, -24.66612], [2.53267, -10.26266, -24.45244], [3.59248, -9.28697, -23.48896], [2.22967, -10.03598, -19.30252], [0.33398, -10.80790, -17.77146], [-2.18616, -7.73556, -19.56432], [-0.45084, -7.46316, -21.38713], [-12.94395, -7.70911, -15.69707], [-13.20841, -6.72846, -16.75327], [-12.31032, -5.56003, -16.64003], [-14.58941, -6.46575, -17.15527], [-12.25466, -7.45021, -18.10925], [-12.71930, -7.51561, -19.34983], [-11.77488, -7.79226, -20.24849], [-10.46501, -8.13526, -19.89582], [-10.21830, -8.26971, -18.53672], [-11.09249, -7.85917, -17.59867], [-8.99623, -8.79079, -17.89713], [-9.05223, -8.87699, -16.49183], [-8.14230, -9.65429, -15.81265], [-6.96665, -10.04592, -16.44963], [-6.84930, -9.92289, -17.76185], [-7.88627, -9.37312, -18.52568], [-12.15832, -7.94967, -21.27886], [-9.76062, -8.44014, -20.66094], [-9.84984, -8.32860, -16.01761], [-8.32444, -10.07022, -14.80525], [-5.94060, -10.36387, -18.19419], [-7.79544, -9.42826, -19.62084]]
}

=====

Record 2
{
  "formula": "C27H21NO5",
  "method": "the ωB97M-V functional and the def2-TZVPD basis",
  "energy_ev": -40054.051,
  "multiplicity": 1,
  "smiles": "Cc1ccc(CC2=C(CN)C(=O)OC2=O)cc1.O=C1c2ccccc2C(=O)c2ccccc21",
  "homo_ev": -8.5,
  "orbital_gap_ev": 7.19,
  "elements": ["C", "C", "C", "C", "C", "C", "C", "C", "C", "N", "C", "O", "O", "C", "O", "C", "C", "H", "H", "H", "H", "H", "H", "H", "H", "H", "H", "H", "H", "H", "O", "C", "C", "C", "C", "C", "C", "C", "C", "O", "C", "C", "C", "C", "C", "C", "H", "H", "H", "H", "H", "H", "H", "H"],
  "coordinates": [[7.19748, 4.40594, 0.46475], [5.87464, 3.93429, -0.41149], [5.70132, 2.40404, -1.05535], [4.32074, 2.02592, -1.87065], [3.18927, 3.20312, -2.01853], [1.78358, 2.77088, -2.81220], [0.85201, 2.03568, -1.63520], [-0.12078, 2.79999, -0.79434], [-0.50767, 4.39511, -0.77665], [-0.91924, 4.96341, -2.12338], [-0.66602, 1.54394, 0.15474], [-1.32605, 1.84314, 1.29203], [-0.31900, 0.18074, -0.36809], [0.89139, 0.43001, -1.20350], [1.89258, -0.38243, -1.55391], [3.31385, 4.73905, -1.41954], [4.69809, 5.09669, -0.60330], [7.25601, 5.59194, 0.36003], [8.19286, 3.87113, 0.15261], [7.05037, 4.19675, 1.61588], [6.52902, 1.57495, -0.94509], [4.08642, 0.95305, -2.33713], [1.32264, 3.77954, -3.19337], [2.00081, 2.00151, -3.68493], [0.42170, 4.99719, -0.33088], [-1.46275, 4.51230, -0.07126], [-1.79165, 5.53908, -2.02902], [-0.13834, 5.57903, -2.47663], [2.41478, 5.46507, -1.60914], [4.86153, 6.14850, -0.11690], [-3.65233, -1.70572, 0.44518], [-3.44219, -2.84822, 0.83348], [-2.07447, -3.40588, 0.81298], [-1.00916, -2.61358, 0.36566], [0.29136, -3.11964, 0.38093], [0.53214, -4.41344, 0.84259], [-0.53010, -5.21057, 1.27211], [-1.83679, -4.70797, 1.25141], [-2.95624, -5.56455, 1.69076], [-2.75415, -6.72658, 2.02399], [-4.32017, -5.00105, 1.73002], [-5.38431, -5.79399, 2.17967], [-6.67149, -5.25946, 2.25227], [-6.89954, -3.93555, 1.87790], [-5.84289, -3.14798, 1.41581], [-4.55077, -3.68369, 1.33658], [-1.18882, -1.60084, 0.00914], [1.11805, -2.50159, 0.03753], [1.54732, -4.80332, 0.86640], [-0.33520, -6.22149, 1.62632], [-5.21299, -6.82689, 2.47828], [-7.49570, -5.87540, 2.60541], [-7.90109, -3.51597, 1.94356], [-6.03004, -2.11622, 1.12247]]
}

=====

Record 3
{
  "formula": "C27H22Br2N4O5Sc",
  "method": "the ωB97M-V functional and the def2-TZVPD basis",
  "energy_ev": -205342.599,
  "multiplicity": 1,
  "de_lowest_kj_mol": 86.8,
  "total_charge": -1,
  "homo_ev": -2.6,
  "orbital_gap_ev": 4.13,
  "elements": ["Sc", "O", "C", "C", "C", "C", "C", "C", "C", "O", "N", "O", "O", "H", "H", "H", "H", "Br", "C", "C", "C", "Br", "C", "C", "C", "C", "N", "C", "C", "O", "H", "H", "H", "H", "C", "C", "C", "N", "H", "H", "H", "H", "H", "C", "C", "C", "C", "C", "C", "C", "C", "N", "H", "H", "H", "H", "H", "H", "H", "H", "H"],
  "coordinates": [[-0.26496, 0.37472, 0.29545], [-0.95876, 1.86702, 1.70355], [-1.68356, 2.87692, 1.63295], [-2.11816, 3.50912, 0.43425], [-2.86806, 4.68872, 0.47575], [-3.26156, 5.31522, -0.69655], [-2.91286, 4.76162, -1.94575], [-2.19906, 3.60622, -2.01335], [-1.76006, 2.91802, -0.83605], [-1.09066, 1.84622, -0.92765], [-4.01286, 6.50282, -0.65115], [-4.35326, 7.02822, -1.71605], [-4.30456, 6.97252, 0.45315], [-2.00876, 3.35042, 2.57735], [-3.14366, 5.13092, 1.42375], [-3.23356, 5.28882, -2.83265], [-1.92946, 3.16452, -2.96235], [-2.22016, -2.86688, 3.50195], [-0.55146, -1.99788, 3.73915], [0.23914, -2.27948, 4.83895], [1.46234, -1.66178, 4.96285], [2.53844, -2.08798, 6.48215], [1.93264, -0.74848, 4.00305], [3.18624, -0.10248, 4.04675], [3.53024, 0.76592, 3.03805], [2.62104, 1.00822, 2.00455], [1.43944, 0.42412, 1.92895], [1.08934, -0.45158, 2.89515], [-0.19076, -1.09798, 2.73025], [-0.92806, -0.89068, 1.70515], [-0.10296, -2.98458, 5.58165], [3.86024, -0.29648, 4.86805], [4.48494, 1.26952, 3.04055], [2.85924, 1.69892, 1.20525], [-3.78286, -2.65108, -3.13845], [-2.30596, -2.68938, -2.73625], [-1.99896, -1.67518, -1.76775], [-1.74666, -0.86998, -0.99095], [-4.00796, -3.47078, -3.81555], [-4.02756, -1.71698, -3.63475], [-4.41386, -2.74838, -2.25935], [-1.65076, -2.53768, -3.59905], [-2.06276, -3.65778, -2.29045], [3.12284, 0.45032, -2.60225], [2.83974, -1.00218, -2.35345], [3.47184, -1.98568, -3.07505], [3.25924, -3.33278, -2.80875], [2.43144, -3.68108, -1.74965], [1.76144, -2.73548, -1.00815], [0.93194, -3.13568, 0.17865], [1.87724, -1.33578, -1.33045], [1.19564, -0.38878, -0.74565], [3.91674, 0.57502, -3.33965], [3.42374, 0.93002, -1.66945], [2.22504, 0.96772, -2.94775], [4.15664, -1.70478, -3.86605], [3.74774, -4.09208, -3.40245], [2.31354, -4.72808, -1.49425], [0.69894, -4.20008, 0.14785], [0.00044, -2.56298, 0.20765], [1.47714, -2.92288, 1.10425]]
}

=====

Record 4
{
  "formula": "C27H22Cl3IrN4O2SSb",
  "method": "the ωB97M-V functional and the def2-TZVPD basis",
  "energy_ev": -96184.928,
  "multiplicity": 1,
  "de_lowest_kj_mol": 0.0,
  "total_charge": 1,
  "homo_ev": -9.8,
  "orbital_gap_ev": 6.78,
  "elements": ["Ir", "C", "C", "C", "C", "C", "C", "N", "Sb", "C", "C", "C", "C", "C", "C", "N", "C", "C", "C", "C", "C", "C", "N", "H", "H", "H", "H", "H", "H", "H", "H", "H", "H", "H", "H", "H", "H", "H", "H", "H", "H", "O", "C", "O", "C", "C", "C", "C", "C", "C", "S", "H", "H", "H", "H", "Cl", "C", "Cl", "Cl", "C", "N"],
  "coordinates": [[-0.16122, 0.08122, 0.23204], [-0.04527, -3.15481, 1.52677], [-1.34929, -2.42974, 1.73271], [-2.31839, -3.21354, 2.36908], [-3.54433, -2.71213, 2.71966], [-3.78000, -1.37655, 2.44271], [-2.80423, -0.63826, 1.80722], [-1.60427, -1.12928, 1.41790], [-3.23999, 1.39933, 1.48610], [-1.35280, 2.13691, 2.18047], [-1.51002, 3.03738, 3.21509], [-0.39643, 3.68867, 3.73296], [0.81048, 3.43811, 3.13577], [0.92537, 2.53118, 2.07401], [2.28945, 2.40875, 1.46885], [-0.14637, 1.84535, 1.62618], [-2.78588, 1.26756, -0.58644], [-3.85935, 1.59012, -1.39026], [-3.66141, 1.79292, -2.74798], [-2.36372, 1.81543, -3.18270], [-1.29858, 1.52366, -2.32413], [0.06239, 1.76262, -2.87371], [-1.52070, 1.11473, -1.05311], [-0.26838, -4.19288, 1.28650], [0.50440, -3.15147, 2.47176], [0.56939, -2.76728, 0.73157], [-2.06702, -4.24260, 2.58286], [-4.28700, -3.33103, 3.20501], [-4.71430, -0.90450, 2.71582], [-2.49697, 3.23382, 3.61353], [-0.48388, 4.38193, 4.55872], [1.70992, 3.94160, 3.46331], [2.51520, 3.34365, 0.94943], [2.38233, 1.61442, 0.74138], [3.03156, 2.30531, 2.26264], [-4.84411, 1.69325, -0.95341], [-4.48641, 1.99727, -3.41694], [-2.12338, 2.08219, -4.20213], [-0.01254, 2.52598, -3.64624], [0.46805, 0.86818, -3.34568], [0.74466, 2.11724, -2.11082], [3.11960, 1.21934, -2.09165], [2.28032, 0.40147, -1.77139], [1.61120, 0.56339, -0.65218], [2.06872, -0.84156, -2.57809], [3.01538, -1.07959, -3.58188], [2.93980, -2.18451, -4.40102], [1.88799, -3.08032, -4.23065], [0.94119, -2.86017, -3.25302], [1.00915, -1.74057, -2.41107], [-0.35208, -1.66248, -1.29339], [3.81281, -0.35754, -3.69000], [3.68594, -2.35101, -5.16573], [1.80517, -3.95457, -4.86332], [0.12134, -3.55690, -3.12729], [3.79346, -2.97024, 2.50857], [3.63685, -1.21953, 2.33973], [3.86848, -0.41344, 3.89646], [4.74084, -0.58834, 1.12369], [2.27993, -0.92753, 1.87239], [1.24696, -0.69059, 1.45334]]
}